No. 1
55
Properties=species:S:1:pos:R:3:forces:R:3 method="wB97M-V/def2-TZVPD" homo_energy_ev=-8.7 smiles="CNC(=O)[C@@H](NC(C)=O)C(C)C.O=C(Nc1ccccc1)Nc1ccnc(Cl)c1" largest_force_ev_per_a=2.37 total_charge=0
O 0.8037 -3.4145 -2.0589 0.4 0.0 -0.8
O -2.5282 2.3882 4.1567 -0.3 -0.2 -0.2
O -2.9110 4.4717 0.1522 0.2 -0.2 0.1
Cl 0.3857 -7.8409 -4.4077 0.4 -0.1 0.3
N 2.3125 -8.3188 -2.6161 -0.5 -0.1 -0.4
C 1.9839 -3.2218 -1.8240 -2.2 0.1 0.9
C -1.5520 3.1241 4.1232 -0.3 -0.4 0.8
C -2.7979 3.8504 1.2055 -0.1 1.0 -0.6
C 3.2118 -7.9392 -1.6998 -0.5 1.0 -0.5
C 1.5677 -7.3780 -3.2132 1.5 -0.2 1.3
C 0.9053 1.7842 -2.7680 0.1 0.0 0.1
C 0.3496 0.6224 -3.3029 0.6 0.1 0.5
C 1.9474 1.6943 -1.8428 -0.2 -0.5 -0.3
C 3.3984 -6.6034 -1.3415 0.2 -0.6 0.2
C 1.7184 -6.0319 -2.9099 -0.8 0.5 -0.7
C 0.8434 -0.6255 -2.9209 -0.1 -0.1 -0.1
C 2.4349 0.4411 -1.4562 -0.3 0.3 -0.2
C 2.6320 -5.6150 -1.9438 -0.2 -0.4 -0.1
C 1.8904 -0.7354 -1.9855 -0.5 0.8 -0.3
N 2.8352 -4.2811 -1.5810 0.9 0.6 0.0
N 2.4605 -1.9497 -1.5800 1.0 -0.9 0.0
N -3.8358 3.6558 2.0248 -0.3 -0.5 1.0
N -0.9893 3.5673 2.9968 0.2 0.5 -1.0
C -0.9049 3.5755 5.4109 0.0 0.0 -0.1
C -5.2005 4.1055 1.7592 0.5 0.0 -0.4
C -1.6311 1.5547 -0.2434 -0.3 0.3 0.4
C 0.1784 1.3249 1.4399 -0.5 0.2 0.4
C -1.2627 1.8111 1.2231 0.3 -0.4 -0.3
C -1.4141 3.3043 1.5995 0.0 -0.7 0.3
H 3.8165 -8.7019 -1.2185 -0.2 -0.1 -0.2
H 0.5236 2.7555 -3.0695 0.1 -0.1 0.1
H -0.4634 0.6870 -4.0202 0.1 -0.1 0.1
H 2.3775 2.5992 -1.4242 0.0 -0.1 0.0
H 4.1348 -6.3637 -0.5856 0.0 0.1 0.0
H 1.0913 -5.3379 -3.4551 0.1 0.1 0.3
H 0.3917 -1.4963 -3.3827 0.2 0.0 0.3
H 3.2456 0.3922 -0.7374 0.0 -0.1 0.0
H 3.6809 -4.0639 -1.0725 0.0 -0.3 -0.2
H 3.3531 -1.8950 -1.1091 -0.1 0.2 -0.2
H -3.6597 3.1225 2.8702 0.0 -0.1 -0.1
H -0.1843 4.1614 3.1098 -0.1 0.0 -0.1
H -1.4981 3.2170 6.2513 0.1 0.0 -0.2
H 0.0988 3.1600 5.4719 0.1 0.1 0.1
H -0.8612 4.6626 5.4354 0.2 0.1 0.1
H -5.1947 5.1597 1.4765 0.0 -0.1 0.0
H -5.8189 3.9744 2.6481 0.2 -0.1 0.0
H -5.6230 3.5259 0.9368 -0.1 0.1 0.0
H -2.6983 1.7148 -0.3979 0.0 0.1 -0.2
H -1.4022 0.5233 -0.5142 0.1 0.0 0.0
H -1.0752 2.2306 -0.8910 0.0 0.0 -0.1
H 0.2704 0.2898 1.1082 0.1 0.1 0.0
H 0.4341 1.3650 2.4981 0.2 0.0 0.0
H 0.8705 1.9447 0.8712 0.1 0.0 0.0
H -1.9258 1.2092 1.8444 -0.1 0.1 0.2
H -0.7155 3.8436 0.9601 -0.1 0.2 0.1

---

No. 2
63
Properties=species:S:1:pos:R:3:forces:R:3 method="wB97M-V/def2-TZVPD" homo_energy_ev=-8.4 largest_force_ev_per_a=4.55 total_charge=0
O 3.3085 0.8894 1.4172 -0.1 0.1 -0.6
S 4.2026 -0.1333 0.9054 0.1 0.9 1.4
O 4.6176 -1.0834 1.9063 0.1 -0.4 -0.3
C 5.7322 0.7090 0.4525 0.2 -0.4 -1.0
C 6.0694 0.8894 -1.0280 0.3 0.2 0.6
C 5.2769 1.9255 -1.7734 0.4 -0.4 -0.4
F 4.9620 2.9856 -1.0290 -0.1 0.3 0.3
F 6.0078 2.3904 -2.8149 0.2 0.2 -0.2
F 4.1581 1.4502 -2.3085 -0.6 -0.1 -0.1
N 3.7048 -0.7984 -0.4658 -0.5 0.0 0.3
S 2.4672 -1.7669 -0.3436 0.4 -1.4 -0.3
O 2.7446 -3.0205 -0.9889 -0.1 0.1 -0.3
O 1.8355 -1.8634 0.9481 -0.2 0.5 0.4
C 1.1105 -1.0312 -1.3860 1.7 1.4 -0.1
F 1.2910 -1.4191 -2.6598 -0.3 -0.4 -0.2
F -0.0588 -1.5476 -0.9264 1.4 0.3 -0.6
C 1.0711 0.4724 -1.3277 -0.2 0.4 0.1
C 1.2228 1.2433 -2.4740 -0.2 0.6 0.3
C 1.1423 2.6331 -2.3835 0.0 -0.1 0.3
C 0.9184 3.2721 -1.1662 0.2 -0.7 -0.2
C 0.7851 2.4920 -0.0209 0.1 0.0 -0.5
C 0.5508 3.1430 1.3091 0.5 -0.5 -0.5
F -0.1197 4.2969 1.1805 -0.4 0.2 0.1
F -0.1659 2.3017 2.0761 -0.6 0.1 0.6
F 1.6572 3.4207 1.9844 0.4 0.1 0.1
C 0.8655 1.1059 -0.1031 -0.1 0.0 -0.1
H 6.5049 0.0645 0.8531 0.1 -0.1 0.2
H 5.7760 1.6615 0.9634 -0.3 0.1 0.2
H 6.0681 -0.0557 -1.5549 -0.3 -0.1 -0.2
H 7.0980 1.2428 -1.0575 0.1 0.1 0.0
H 1.3951 0.8015 -3.4395 0.1 -0.2 -0.1
H 1.2679 3.2309 -3.2723 0.0 0.0 -0.1
H 0.8650 4.3452 -1.1142 0.0 0.2 0.0
H 0.7629 0.5090 0.7907 0.2 0.0 0.1
C -4.5776 -2.9196 0.5417 -0.1 0.3 0.4
C -3.6250 -2.0621 -0.3262 -2.0 -2.3 0.3
C -2.1521 -2.4284 -0.0528 0.1 0.7 0.3
C -1.6085 -1.9224 1.2804 -0.3 -0.1 0.1
C -1.8481 -0.4271 1.4501 0.4 -0.7 -0.8
C -3.3227 -0.0100 1.2772 -1.5 0.7 2.5
N -3.8080 -0.5857 -0.0354 4.5 -0.9 0.1
O -3.5054 0.0859 -0.9549 -1.3 1.3 -1.4
C -4.1724 -0.5066 2.4613 -0.1 -0.5 -0.2
C -3.4277 1.5092 1.2883 0.2 0.2 -0.9
C -3.9736 -2.3724 -1.7781 0.2 0.7 -0.3
H -5.5090 -2.3963 0.7601 0.0 0.0 0.0
H -4.8460 -3.8293 0.0124 0.1 0.0 -0.1
H -4.1286 -3.2292 1.4825 0.0 0.1 0.0
H -1.5309 -2.0253 -0.8580 -1.5 -0.4 0.3
H -2.0690 -3.5136 -0.1051 -0.3 -0.1 0.0
H -2.0510 -2.4778 2.1114 0.0 0.0 0.0
H -0.5347 -2.1166 1.3218 0.0 0.0 0.0
H -1.5244 -0.0987 2.4370 -0.2 0.1 0.1
H -1.2345 0.1173 0.7240 -0.3 0.0 0.0
H -5.2341 -0.3241 2.2911 0.0 0.0 0.0
H -3.8820 0.0374 3.3559 0.1 0.1 -0.1
H -4.0374 -1.5606 2.6871 0.0 0.0 -0.1
H -2.7512 1.9523 0.5578 0.0 0.1 0.0
H -3.1228 1.8738 2.2647 0.0 -0.1 0.1
H -4.4354 1.8776 1.0896 -0.1 -0.2 0.0
H -4.9943 -2.0681 -2.0159 0.0 0.0 0.0
H -3.8924 -3.4439 -1.9337 0.0 0.0 0.1
H -3.2966 -1.8923 -2.4832 0.0 0.1 0.0

---

No. 3
57
Properties=species:S:1:pos:R:3:forces:R:3 method="wB97M-V/def2-TZVPD" homo_energy_ev=-7.9 de_lowest_kj_mol=19.3 smiles="CN(C)CCNS(=O)(=O)c1ccc(N2CCN(c3ccc(F)cc3)CC2)c([N+](=O)[O-])c1" largest_force_ev_per_a=1.38 total_charge=0
C 8.7168 -0.8688 -0.8307 -0.1 0.0 -0.1
N 7.3184 -1.1083 -1.1294 0.0 0.1 0.0
C 6.9440 -2.4637 -0.7760 0.0 0.1 -0.1
H 6.9752 -2.6391 0.3099 0.0 0.0 0.1
H 7.6290 -3.1560 -1.2628 0.0 -0.1 0.0
H 5.9380 -2.6697 -1.1337 -0.1 -0.1 0.0
C 6.4726 -0.1229 -0.4771 -0.1 -0.1 -0.2
H 6.9115 0.8633 -0.6598 0.0 0.0 0.0
C 5.0482 -0.1150 -1.0415 0.3 -0.4 0.0
N 4.2755 1.0123 -0.5683 -0.2 0.2 0.9
S 3.6709 0.9252 0.9930 -0.4 0.2 -0.5
O 3.9068 2.1890 1.6244 -0.1 0.2 -0.3
O 4.1129 -0.2782 1.6376 -0.2 -0.1 -0.3
C 1.9265 0.7630 0.6530 0.5 -0.1 0.3
C 1.2076 1.8567 0.2451 -0.2 0.2 0.0
C -0.1472 1.7285 -0.0604 0.7 -1.0 0.6
C -0.8257 0.4958 0.1320 0.3 0.3 0.0
N -2.1731 0.3872 0.0391 -0.1 -0.1 0.0
C -2.8508 -0.8289 -0.3435 -0.2 -0.4 0.2
H -2.1324 -1.5780 -0.6703 0.0 0.0 0.0
C -3.7299 -1.3586 0.8019 0.2 -0.1 -0.4
N -4.6878 -0.3436 1.1799 0.2 -0.1 0.4
C -5.9287 -0.2994 0.5495 -0.4 0.0 -0.1
C -6.5071 0.8914 0.1007 0.2 -0.1 0.1
C -7.7703 0.9048 -0.4606 -0.4 -0.3 -0.1
C -8.4676 -0.2802 -0.5862 0.1 0.1 0.1
C -7.9296 -1.4762 -0.1469 -0.2 0.2 -0.2
C -6.6730 -1.4785 0.4213 0.1 0.1 0.0
H -6.2755 -2.4099 0.7929 0.0 -0.1 0.1
H -8.4980 -2.3877 -0.2416 -0.1 -0.1 0.0
F -9.6991 -0.2723 -1.1431 0.0 0.0 0.0
H -8.2096 1.8262 -0.8083 -0.1 0.1 0.0
H -5.9772 1.8269 0.1749 0.1 0.1 0.0
C -4.0038 0.8677 1.5556 0.2 0.3 -0.1
H -4.7245 1.6233 1.8649 0.0 0.0 0.0
C -3.0876 1.4280 0.4464 -0.4 0.1 0.3
H -2.5425 2.2743 0.8634 0.0 0.0 -0.1
H -3.6713 1.7726 -0.4140 0.0 0.0 0.1
H -3.3752 0.6263 2.4215 0.0 0.1 0.0
H -4.2359 -2.2656 0.4785 0.0 0.0 0.1
H -3.1073 -1.5916 1.6724 0.0 -0.1 -0.1
H -3.5059 -0.5889 -1.1915 0.0 -0.1 0.0
C -0.0274 -0.6152 0.4872 0.0 0.1 -0.1
C 1.3149 -0.4828 0.7387 0.1 0.0 0.0
H 1.9135 -1.3257 1.0456 0.0 -0.2 0.0
H -0.4912 -1.5803 0.6131 -0.1 -0.1 0.1
N -0.7524 2.8377 -0.7302 -0.4 0.5 -0.5
O -1.6927 2.6119 -1.4740 0.1 0.1 -0.1
O -0.2599 3.9374 -0.5732 0.0 0.2 0.1
H 1.6891 2.8153 0.1314 0.0 0.1 -0.1
H 4.7295 1.9019 -0.7123 0.0 0.2 0.1
H 4.5030 -1.0025 -0.7215 0.1 -0.1 -0.2
H 5.0832 -0.0873 -2.1339 0.0 0.0 0.1
H 6.4143 -0.2754 0.6141 0.1 0.1 -0.1
H 8.9441 -0.9516 0.2430 0.0 0.0 0.0
H 9.3227 -1.5943 -1.3713 0.1 0.0 0.0
H 8.9914 0.1293 -1.1688 0.1 0.0 0.0

---

No. 4
67
Properties=species:S:1:pos:R:3:forces:R:3 method="wB97M-V/def2-TZVPD" homo_energy_ev=-9.5 smiles="O=C(CCF)O[C@H](S)N=C=S.O=C1OCCO1.O=C1OCCO1.O=C1OCCO1.O=C1OCCO1.O=C1OCCO1" largest_force_ev_per_a=9.31 total_charge=0
O 2.5726 1.1855 1.8983 -3.7 -2.4 -8.2
C 2.0128 0.8680 0.6994 3.0 1.7 6.2
C 2.9514 0.8310 -0.6568 0.3 0.2 -0.2
C 3.9493 2.1712 -0.7268 -0.3 0.0 -0.1
F 3.3123 3.3385 -0.0438 1.6 -2.6 -1.4
O 0.5817 0.5257 0.7272 2.2 2.6 -0.8
C -0.2631 1.6015 0.1846 -2.4 -1.3 1.1
S -0.5419 1.3623 -1.6663 -0.3 -0.4 0.1
N 0.1841 3.0061 0.5647 -2.5 3.1 -7.2
C -0.1148 3.8440 -0.5177 4.2 -1.3 1.8
S 0.2315 4.8913 -1.8563 -1.7 -3.2 4.6
H 3.7045 -0.0907 -0.5803 -1.9 1.9 0.1
H 2.3367 0.7145 -1.6600 1.0 0.3 2.4
H 4.1325 2.5167 -1.8495 -0.6 -0.8 2.5
H 4.9965 1.8691 -0.2541 -2.5 1.1 -0.6
H -1.3360 1.4629 0.6878 2.7 0.0 -1.0
H -1.3314 0.2025 -1.8003 0.8 1.2 0.9
C 2.6909 -2.3700 2.9441 -0.8 0.8 0.7
C 2.3975 -3.8336 2.8745 -0.8 -0.6 0.9
O 2.9838 -4.2251 1.6476 1.0 0.6 -0.7
C 3.9580 -3.3117 1.3640 1.1 -0.1 -1.4
O 4.7770 -3.4340 0.4685 -1.5 0.2 1.7
O 3.8965 -2.2449 2.2134 0.5 -0.9 -0.9
H 2.8222 -2.0201 3.9717 0.1 0.0 -0.3
H 1.9185 -1.7650 2.4578 0.1 -0.1 0.1
H 2.8709 -4.3941 3.6875 0.0 0.0 -0.1
H 1.3243 -4.0434 2.8760 0.2 0.0 -0.2
C -4.0949 -0.4637 2.9703 -0.9 0.5 0.5
C -3.5579 -0.1945 1.6020 -0.5 0.5 -0.8
O -2.2211 -0.6515 1.6813 0.2 -0.6 0.7
C -2.1749 -1.5700 2.6902 2.0 -1.5 0.5
O -1.2176 -2.2889 2.9238 -2.1 1.6 -0.5
O -3.3393 -1.5796 3.4025 0.9 -0.2 -0.5
H -5.1626 -0.6990 2.9597 0.2 -0.1 0.1
H -3.9207 0.3694 3.6593 0.0 -0.1 -0.1
H -4.0814 -0.7651 0.8277 0.0 0.1 0.1
H -3.5901 0.8676 1.3439 0.2 -0.2 0.0
C -3.7069 2.4576 -6.1148 -0.2 0.9 -0.9
C -2.4528 1.6578 -5.9712 0.8 -0.1 -0.9
O -2.4122 1.3619 -4.5881 -1.0 0.0 0.7
C -3.6955 1.4364 -4.1284 -0.6 -0.5 1.7
O -4.0517 1.0761 -3.0189 0.7 0.7 -2.1
O -4.5277 1.9656 -5.0722 0.5 -0.7 1.0
H -4.1853 2.3108 -7.0870 -0.1 0.0 0.3
H -3.5402 3.5285 -5.9580 0.0 -0.1 0.0
H -2.4894 0.7184 -6.5329 0.0 0.1 0.1
H -1.5645 2.2187 -6.2741 -0.1 -0.1 0.2
C -5.8780 4.8445 -1.5192 -0.5 0.1 1.0
C -6.2573 3.8952 -2.6091 -0.7 -1.1 0.1
O -5.7224 4.5020 -3.7700 0.8 0.8 0.0
C -4.7035 5.3130 -3.3604 1.5 1.0 -1.4
O -3.9132 5.8591 -4.1120 -1.7 -1.3 1.6
O -4.6839 5.4321 -2.0006 0.2 0.0 -1.0
H -5.7036 4.3367 -0.5667 0.1 0.2 -0.2
H -6.6247 5.6317 -1.3716 0.1 0.0 0.0
H -5.7991 2.9086 -2.4825 0.0 0.1 0.0
H -7.3405 3.7752 -2.6982 0.2 0.1 -0.2
C 6.1152 -5.1068 3.1117 -0.3 0.7 -1.0
C 7.3693 -5.9067 3.2554 0.8 -0.1 -0.8
O 7.4099 -6.2026 4.6385 -0.8 0.1 0.6
C 6.1266 -6.1280 5.0982 -0.7 -0.8 2.4
O 5.7704 -6.4883 6.2077 0.8 0.8 -2.5
O 5.2943 -5.5989 4.1543 0.4 -0.5 0.8
H 5.6368 -5.2536 2.1395 0.0 0.0 0.3
H 6.2819 -4.0360 3.2685 0.0 -0.1 0.0
H 7.3327 -6.8461 2.6937 0.0 0.1 0.0
H 8.2576 -5.3457 2.9525 -0.1 -0.2 0.2

---

Computed gap between HOMO and LUMO, in the same sequence as the records: 8.88; 4.46; 7.31; 8.56 eV.